# 1
DFT (ωB97M-V with the def2-TZVPD basis set) results for a cluster of 3 separate species, C26H35N3O7 in total in a non-equilibrium geometry.

ORCA input file:
```
! wB97M-V def2-TZVPD RIJCOSX def2/J DEFGRID3
* xyz 0 1
O 0.903 2.833 2.584
N 1.418 1.757 2.563
O 0.450 0.774 2.628
C 0.703 -0.071 1.470
C -0.552 -0.928 0.991
C -0.331 -2.386 0.525
C -1.487 -3.280 -0.002
C -1.132 -4.754 -0.501
O -0.238 -4.680 -1.673
C -0.602 -3.605 -2.537
C -1.987 -3.476 -3.266
C -2.385 -2.284 -4.168
C -1.378 -1.100 -4.401
C 0.014 -1.214 -3.732
C 0.405 -2.430 -2.818
C -2.943 -2.739 -0.036
C -3.160 -1.274 0.431
C -1.988 -0.354 0.940
C -2.381 1.130 1.336
O -1.661 2.149 1.216
C -3.881 1.334 1.903
C -4.951 0.505 1.428
C -4.650 -0.660 0.364
O -5.497 -1.106 -0.456
H 1.115 0.494 0.555
H 1.521 -0.832 1.778
H 0.719 -2.840 0.542
H -0.552 -5.330 0.297
H -2.059 -5.363 -0.826
H -2.718 -4.337 -3.097
H -3.426 -2.293 -4.657
H -1.701 -0.223 -5.048
H 0.759 -0.362 -3.934
H 1.456 -2.406 -2.379
H -3.843 -3.347 -0.379
H -4.124 2.132 2.686
H -6.034 0.613 1.780
C 3.300 -4.305 -1.631
O 3.845 -3.022 -1.898
C 4.541 -2.437 -0.801
C 5.996 -2.921 -0.641
C 6.113 -4.313 -0.027
N 6.715 -2.903 -1.922
H 2.956 -4.402 -0.597
H 4.034 -5.080 -1.863
H 2.446 -4.453 -2.295
H 4.566 -1.362 -1.010
H 3.973 -2.558 0.130
H 6.499 -2.226 0.040
H 5.867 -5.107 -0.736
H 7.138 -4.495 0.309
H 5.456 -4.415 0.842
H 6.715 -1.951 -2.284
H 6.145 -3.417 -2.596
C -3.767 6.254 2.493
O -2.839 5.247 2.130
C -1.886 5.649 1.148
C -0.682 6.429 1.714
C -1.003 7.880 2.060
N -0.120 5.769 2.900
H -4.028 6.899 1.649
H -3.373 6.849 3.319
H -4.677 5.763 2.847
H -1.509 4.719 0.710
H -2.375 6.198 0.335
H 0.091 6.446 0.938
H -1.573 7.975 2.986
H -0.080 8.452 2.195
H -1.573 8.357 1.257
H 0.179 4.830 2.641
H -0.892 5.606 3.548
*
```

F_max in eV/Å: 5.07
SMILES: O=NOCc1cc(COc2ccccc2)cc2c1C(=O)C=CC2=O.COC[C@@H](C)N.COC[C@@H](C)N
Molecular weight in g/mol: 501.58
Electronic energy in hartree: -1702.1531
E_LUMO in eV: -1.43


# 2
DFT (ωB97M-V with the def2-TZVPD basis set) results for the ion C17H26NO5 with charge +1 in a non-equilibrium geometry.

ORCA input file:
```
! wB97M-V def2-TZVPD RIJCOSX def2/J DEFGRID3
* xyz 1 1
C -0.577 3.800 0.296
N 0.493 2.783 0.341
C 0.052 1.588 -0.438
C -0.966 0.623 0.205
O -1.957 1.331 0.916
C -0.295 -0.441 1.124
O 1.038 -0.719 0.761
C 1.285 -1.974 0.156
C 0.919 -2.030 -1.340
C 1.321 -3.388 -1.930
O 0.644 -4.429 -1.272
C -0.704 -4.204 -1.147
C -1.536 -5.275 -0.843
C -2.898 -5.084 -0.720
C -3.444 -3.824 -0.910
C -2.623 -2.749 -1.192
C -1.251 -2.930 -1.302
O -0.464 -1.817 -1.550
C 1.737 3.302 -0.297
C 2.398 4.408 0.533
O 2.709 3.936 1.816
C 1.552 3.527 2.497
C 0.816 2.412 1.745
H -0.324 4.658 0.912
H -1.500 3.357 0.663
H -0.724 4.136 -0.728
H -0.361 1.957 -1.377
H 0.928 0.972 -0.654
H -1.410 0.092 -0.649
H -2.688 0.740 1.127
H -0.283 -0.069 2.155
H -0.905 -1.350 1.108
H 0.754 -2.766 0.695
H 2.360 -2.137 0.260
H 1.423 -1.220 -1.878
H 1.074 -3.391 -3.000
H 2.387 -3.579 -1.802
H -1.087 -6.246 -0.716
H -3.536 -5.921 -0.488
H -4.510 -3.676 -0.834
H -3.030 -1.761 -1.346
H 1.505 3.664 -1.299
H 2.448 2.476 -0.367
H 3.347 4.684 0.068
H 1.766 5.305 0.588
H 1.886 3.141 3.462
H 0.891 4.386 2.682
H -0.115 2.177 2.259
H 1.456 1.527 1.708
*
```

Relative energy (zero: lowest compared OMol25 entry of this formula, charge and spin) in kJ/mol: 90.4
F_max in eV/Å: 1.07
SMILES: C[N+]1(C[C@H](O)COC[C@H]2COc3ccccc3O2)CCOCC1
Molecular weight in g/mol: 324.40
Electronic energy in hartree: -1094.0600
E_LUMO in eV: -2.26


# 3
DFT (ωB97M-V with the def2-TZVPD basis set) results for a structure of composition C40H45N5PtSi in a non-equilibrium geometry.

ORCA input file:
```
! wB97M-V def2-TZVPD RIJCOSX def2/J DEFGRID3
* xyz 2 1
Pt 0.824 0.451 -0.141
C -3.314 -4.584 -2.676
C -2.535 -5.126 -1.511
C -2.689 -6.439 -1.085
C -1.948 -6.948 -0.030
C -1.032 -6.139 0.624
C -0.870 -4.821 0.232
C -1.617 -4.316 -0.832
N -1.530 -2.953 -1.216
C -0.465 -2.122 -1.122
N 0.733 -2.717 -1.161
C 2.017 -2.195 -1.062
C 2.277 -0.847 -0.808
C 3.587 -0.406 -0.697
C 4.635 -1.289 -0.858
C 4.373 -2.626 -1.139
C 3.078 -3.106 -1.238
C 2.815 -4.563 -1.506
N -0.632 -0.809 -1.121
C -1.923 -0.258 -0.923
C -2.585 -0.443 0.296
C -3.833 0.107 0.499
C -4.431 0.844 -0.517
C -3.785 1.011 -1.731
C -2.529 0.461 -1.965
C -1.871 0.570 -3.313
H -3.866 -5.380 -3.168
H -2.650 -4.126 -3.412
H -4.040 -3.830 -2.355
H -3.399 -7.074 -1.600
H -2.093 -7.971 0.289
H -0.457 -6.529 1.453
H -0.198 -4.172 0.781
H -2.396 -2.520 -1.500
H 0.692 -3.721 -1.279
H 3.811 0.633 -0.480
H 5.655 -0.949 -0.746
H 5.198 -3.311 -1.286
H 3.759 -5.093 -1.605
H 2.259 -4.711 -2.435
H 2.266 -5.033 -0.685
H -2.103 -1.027 1.072
H -4.340 -0.034 1.443
H -5.413 1.273 -0.366
H -4.272 1.563 -2.524
H -2.126 1.511 -3.798
H -2.219 -0.230 -3.970
H -0.790 0.477 -3.233
C -3.523 1.949 3.985
C -3.173 0.607 3.918
C -1.928 0.242 3.435
C -1.012 1.211 3.009
C -1.363 2.560 3.125
C -2.611 2.925 3.602
Si 0.548 0.538 2.215
C 2.151 1.424 2.673
C 2.293 2.812 2.753
C 3.509 3.369 3.115
C 4.595 2.546 3.392
C 4.466 1.166 3.309
C 3.254 0.606 2.935
H -4.491 2.238 4.372
H -3.865 -0.159 4.244
H -1.657 -0.808 3.410
H -0.661 3.346 2.881
H -2.869 3.971 3.695
H 0.671 -0.845 2.751
H 1.456 3.470 2.557
H 3.606 4.444 3.187
H 5.543 2.983 3.676
H 5.305 0.521 3.534
H 3.162 -0.472 2.869
C 0.402 2.950 -2.388
C 0.621 4.478 -2.676
N 0.979 5.145 -1.439
C 2.233 4.636 -0.925
C 2.076 3.104 -0.667
N 0.677 2.702 -0.963
C -0.278 3.484 -0.151
C -0.077 5.004 -0.455
H 1.074 2.342 -2.997
H -0.625 2.664 -2.600
H -0.292 4.924 -3.069
H 1.418 4.621 -3.405
H 2.483 5.161 -0.002
H 3.023 4.824 -1.651
H 2.320 2.861 0.367
H 2.734 2.537 -1.329
H -0.119 3.270 0.905
H -1.294 3.171 -0.399
H 0.205 5.548 0.447
H -0.996 5.445 -0.840
*
```

F_max in eV/Å: 3.41
Molecular weight in g/mol: 819.00
Electronic energy in hartree: -2233.2833
E_LUMO (spin up / spin down) in eV: -7.73 / -7.73


# 4
DFT (ωB97M-V with the def2-TZVPD basis set) results for a structure of composition C27H38B2F9HgN2O21PS in a non-equilibrium geometry.

ORCA input file:
```
! wB97M-V def2-TZVPD RIJCOSX def2/J DEFGRID3
* xyz -2 1
Hg 2.155 6.341 35.408
O 4.196 5.051 35.901
C 5.072 4.236 35.752
O 4.901 2.935 35.700
B 6.190 2.293 35.388
O 7.146 3.389 35.199
C 6.543 4.552 35.447
O 7.048 5.625 35.335
O 6.096 1.400 34.224
C 6.331 0.139 34.574
O 6.253 -0.805 33.843
C 6.733 0.168 36.060
O 6.673 1.400 36.487
O 7.082 -0.818 36.655
O 1.236 4.457 36.359
C 1.391 3.483 37.067
O 2.016 2.393 36.761
B 1.795 1.386 37.813
O 1.114 2.135 38.909
C 0.730 3.315 38.457
O 0.001 4.087 39.006
O 0.893 0.291 37.387
C 1.435 -0.879 37.618
O 0.957 -1.959 37.409
C 2.832 -0.621 38.223
O 2.995 0.706 38.319
O 3.605 -1.434 38.621
P 0.238 8.739 34.685
F 1.377 7.958 33.789
F -0.851 8.474 33.553
F -0.110 7.277 35.398
F -0.830 9.478 35.618
F 1.370 8.893 35.858
F 0.655 10.143 34.035
C 4.176 10.409 34.749
F 3.083 10.832 35.372
F 3.894 10.148 33.471
F 5.075 11.404 34.768
S 4.862 8.908 35.598
O 4.923 9.247 37.006
O 3.861 7.883 35.297
O 6.149 8.703 34.974
C 0.415 7.213 38.485
C 1.606 7.289 39.478
C 1.076 6.647 40.783
C 2.186 6.427 41.781
C 3.304 5.580 41.170
C 3.848 6.133 39.845
N 2.740 6.535 38.952
O 3.261 7.145 37.777
C 4.920 7.188 40.155
C 4.531 4.968 39.128
C 1.925 8.780 39.700
H 0.256 8.163 37.981
H -0.489 6.792 38.920
H 0.652 6.492 37.696
H 0.270 7.289 41.146
H 0.589 5.708 40.513
H 1.853 6.029 42.744
H 2.632 7.390 42.068
H 2.947 4.554 41.044
H 4.129 5.576 41.883
H 5.766 6.721 40.661
H 5.350 7.608 39.239
H 4.559 8.014 40.767
H 5.338 4.522 39.723
H 3.832 4.170 38.883
H 5.064 5.307 38.239
H 2.791 8.890 40.369
H 1.201 9.360 40.277
H 2.172 9.278 38.762
H 3.587 8.011 38.075
C -0.103 5.041 32.908
C 1.024 4.883 31.889
C 0.608 5.695 30.664
C 1.740 5.909 29.667
C 2.838 6.674 30.400
C 3.380 5.869 31.581
N 2.261 5.455 32.470
O 2.690 4.645 33.545
C 4.197 4.645 31.086
C 4.336 6.760 32.378
C 1.149 3.396 31.527
H -0.380 6.074 33.106
H 0.114 4.545 33.860
H -1.018 4.552 32.556
H -0.239 5.207 30.176
H 0.260 6.686 30.971
H 1.334 6.541 28.869
H 2.043 4.970 29.204
H 2.391 7.577 30.828
H 3.633 6.981 29.722
H 4.221 3.799 31.772
H 3.780 4.280 30.145
H 5.233 4.901 30.863
H 4.926 6.219 33.118
H 5.014 7.252 31.676
H 3.827 7.568 32.901
H 0.366 3.019 30.865
H 1.060 2.812 32.448
H 2.063 3.121 30.998
H 3.013 3.831 33.124
*
```

Relative energy (zero: lowest compared OMol25 entry of this formula, charge and spin) in kJ/mol: 0.0
F_max in eV/Å: 1.70
Molecular weight in g/mol: 1182.83
Electronic energy in hartree: -4583.4258
E_LUMO in eV: 3.01


# 5
DFT (ωB97M-V with the def2-TZVPD basis set) results for a cluster of 13 separate species, C40H72Cl12O14S3 in total in a non-equilibrium geometry.

ORCA input file:
```
! wB97M-V def2-TZVPD RIJCOSX def2/J DEFGRID3
* xyz 0 1
C 4.331 0.565 3.891
C 5.241 1.741 3.670
C 5.903 1.517 2.252
S 6.151 -0.334 1.953
O 7.501 -0.720 2.357
O 5.560 -0.855 0.723
C 5.121 -0.797 3.484
H 3.404 0.535 3.318
H 3.852 0.580 4.870
H 6.020 1.871 4.420
H 4.666 2.666 3.719
H 6.701 2.179 1.916
H 5.206 1.893 1.504
H 5.814 -1.156 4.245
H 4.576 -1.699 3.206
C -7.028 -2.837 0.655
C -7.639 -1.637 -0.018
C -6.942 -1.347 -1.307
S -5.168 -1.925 -1.128
O -4.287 -0.772 -0.794
O -4.893 -2.865 -2.217
C -5.487 -2.913 0.429
H -7.538 -3.740 0.320
H -7.228 -2.740 1.722
H -7.643 -0.777 0.651
H -8.692 -1.880 -0.158
H -6.861 -0.363 -1.768
H -7.411 -2.049 -1.996
H -4.976 -2.467 1.282
H -5.176 -3.947 0.278
C -0.250 0.823 -1.325
C -1.063 0.135 -0.257
C -0.222 0.177 1.063
S 1.541 0.184 0.481
O 2.104 -1.187 0.667
O 2.243 1.340 0.965
C 1.223 0.329 -1.288
H -0.269 1.867 -1.013
H -0.746 0.825 -2.296
H -1.324 -0.903 -0.461
H -2.021 0.634 -0.112
H -0.350 -0.707 1.689
H -0.365 1.122 1.587
H 1.326 -0.707 -1.612
H 1.996 0.932 -1.764
O -4.770 3.352 4.259
C -4.508 2.547 3.381
O -4.732 2.838 2.115
C -4.444 1.731 1.303
C -4.393 0.554 2.241
C -4.046 1.165 3.550
H -3.488 1.944 0.823
H -5.173 1.627 0.499
H -3.663 -0.146 1.835
H -5.309 -0.030 2.148
H -2.974 1.087 3.733
H -4.584 0.632 4.335
O -3.635 1.274 -3.797
C -3.585 2.405 -3.327
O -4.638 2.819 -2.535
C -4.435 4.086 -1.949
C -3.033 4.376 -2.464
C -2.503 3.397 -3.453
H -4.475 4.055 -0.861
H -5.155 4.813 -2.325
H -2.478 4.175 -1.547
H -2.787 5.437 -2.510
H -1.590 2.957 -3.054
H -2.337 3.624 -4.506
O -1.518 3.305 1.260
C -0.789 4.257 0.968
O -1.237 5.320 0.363
C -0.413 6.458 0.478
C 0.600 6.008 1.548
C 0.601 4.509 1.464
H -1.034 7.322 0.715
H 0.152 6.637 -0.437
H 0.384 6.125 2.609
H 1.535 6.540 1.371
H 0.819 4.055 2.430
H 1.387 4.179 0.785
O 0.676 -7.225 2.502
C 1.551 -6.499 2.092
O 1.775 -5.283 2.622
C 2.744 -4.600 1.884
C 3.168 -5.472 0.719
C 2.594 -6.866 1.084
H 3.551 -4.371 2.580
H 2.374 -3.691 1.411
H 4.248 -5.516 0.580
H 2.694 -5.161 -0.212
H 3.307 -7.545 1.551
H 2.199 -7.332 0.182
Cl 0.927 4.158 -2.446
C 1.379 4.466 -4.166
C 2.243 3.393 -4.757
Cl 1.573 1.706 -4.571
H 2.014 5.347 -4.067
H 0.490 4.551 -4.791
H 3.175 3.378 -4.194
H 2.392 3.596 -5.818
Cl -2.702 -2.760 -6.245
C -2.603 -1.647 -4.834
C -1.289 -1.691 -4.137
Cl 0.076 -1.313 -5.226
H -3.348 -1.933 -4.091
H -2.864 -0.621 -5.092
H -1.075 -2.719 -3.846
H -1.356 -1.064 -3.248
Cl 4.640 1.872 -1.289
C 5.710 2.014 -2.613
C 6.994 1.153 -2.441
Cl 7.920 1.613 -0.970
H 6.003 3.045 -2.810
H 5.186 1.717 -3.521
H 7.761 1.239 -3.211
H 6.750 0.091 -2.467
Cl 3.570 -1.193 -3.397
C 4.243 -1.501 -1.810
C 3.901 -2.952 -1.418
Cl 4.932 -4.099 -2.380
H 3.827 -0.744 -1.145
H 5.324 -1.376 -1.877
H 2.858 -3.266 -1.458
H 4.269 -3.149 -0.411
Cl -0.223 -3.379 -1.039
C -1.057 -4.694 -0.061
C -2.348 -4.072 0.480
Cl -2.205 -2.962 1.902
H -0.387 -5.107 0.693
H -1.373 -5.452 -0.778
H -2.949 -4.873 0.909
H -2.837 -3.527 -0.327
Cl 0.977 0.213 5.375
C 0.130 -1.246 4.951
C 0.915 -2.184 4.053
Cl 2.170 -2.983 5.054
H -0.859 -0.977 4.582
H -0.109 -1.812 5.851
H 1.376 -1.709 3.187
H 0.320 -3.012 3.668
*
```

F_max in eV/Å: 4.45
Molecular weight in g/mol: 1298.64
Electronic energy in hartree: -9337.5196
E_LUMO in eV: 0.06